Entry 1:
DFT (wB97M-V/def2-TZVPD) results for a cluster of 10 separate species, C34H68N5O18P3 in total.

## Properties
Expectation value of S²: 0.7639
Multiplicity: 2
LUMO energy (spin up / spin down) (eV): -2.16 / -9.54
E_HOMO (spin up / spin down) (hartree): -0.4440 / -0.4440
Net charge: +1

Last column: Mulliken spin population.
Element x y z (Å)
C (-4.40734, -2.88564, 3.61719)  0.00
C (-3.14930, -2.26482, 3.42467)  0.00
N (-2.11593, -1.77022, 3.26466)  0.00
H (-5.17160, -2.14643, 3.37725)  0.00
H (-4.38304, -3.31550, 4.61856)  0.00
H (-4.31180, -3.55039, 2.75865)  0.00
C (-3.42740, 0.75959, -2.25476)  0.00
C (-4.84113, 0.51433, -2.41519)  0.00
N (-5.98401, 0.30969, -2.54434)  0.00
H (-3.18782, 0.76808, -1.19145)  0.00
H (-3.17216, 1.66615, -2.80349)  0.00
H (-2.78836, -0.04514, -2.61824)  0.00
C (-3.54925, -5.02643, -0.74567)  0.00
C (-2.93938, -6.37488, -0.71939)  0.00
N (-2.51477, -7.47207, -0.64199)  0.00
H (-3.05144, -4.39340, -1.48021)  0.00
H (-3.45842, -4.63948, 0.26928)  0.00
H (-4.61737, -5.19255, -0.88575)  0.00
C (-1.03462, -2.29147, 0.14191)  0.00
C (-0.78068, -0.98881, -0.52251)  0.00
N (-0.61553, 0.02691, -1.03940)  0.00
H (-0.57802, -2.38046, 1.12765)  0.00
H (-0.61867, -3.08549, -0.47828)  0.00
H (-2.11445, -2.33634, 0.28351)  0.00
C (-5.95468, 0.38238, 1.67648)  0.00
C (-5.31597, -0.78151, 1.04759)  0.00
N (-4.85144, -1.73214, 0.62071)  0.00
H (-7.02600, 0.18731, 1.72463)  0.00
H (-5.79786, 1.28904, 1.09213)  0.00
H (-5.63436, 0.42872, 2.71732)  0.00
C (1.15782, -2.99743, -7.12194)  0.00
C (0.09140, -2.20146, -6.45264)  0.00
O (-0.46986, -2.98392, -5.38329)  0.00
P (-1.06151, -2.21602, -4.07200)  0.00
O (-1.55746, -3.07549, -2.96948)  0.00
O (0.16559, -1.28720, -3.66663)  0.00
C (1.25824, -1.89228, -3.05925)  0.00
C (2.56385, -1.27964, -3.59038)  0.00
O (-2.24551, -1.24370, -4.65978)  0.00
C (-3.26478, -1.91677, -5.35131)  0.00
C (-4.39783, -1.03932, -5.92776)  0.00
H (1.97176, -3.20308, -6.42672)  0.00
H (0.74894, -3.93061, -7.50936)  0.00
H (1.40973, -2.49452, -8.05560)  0.00
H (0.53498, -1.23448, -6.21540)  0.00
H (-0.75809, -2.05521, -7.11977)  0.00
H (1.11824, -1.66802, -2.00179)  0.00
H (1.30407, -2.96814, -3.22816)  0.00
H (2.43339, -0.19748, -3.58787)  0.00
H (3.42014, -1.66018, -3.03354)  0.00
H (2.73907, -1.58992, -4.62048)  0.00
H (-2.92946, -2.56677, -6.15949)  0.00
H (-3.77324, -2.59489, -4.66595)  0.00
H (-3.98756, -0.48919, -6.77460)  0.00
H (-5.23384, -1.63843, -6.28869)  0.00
H (-4.80811, -0.22375, -5.33228)  0.00
C (-1.54690, 0.72719, 5.65286)  0.00
C (-0.58508, -0.38817, 6.15426)  0.00
O (0.69491, 0.16594, 6.43965)  0.00
P (1.94185, -0.26011, 5.42325)  0.00
O (2.25167, -1.71140, 5.52719)  0.00
O (3.16278, 0.78928, 5.70784)  0.00
C (4.04059, 0.47854, 6.85807)  0.00
C (4.47901, 1.77699, 7.50644)  0.00
O (1.45573, 0.21235, 3.94017)  0.00
C (1.29405, -0.78687, 2.95266)  0.00
C (2.66842, -0.96064, 2.30443)  0.00
H (-2.56559, 0.39037, 5.46068)  0.00
H (-1.48821, 1.51915, 6.39949)  0.00
H (-1.18698, 1.20907, 4.74383)  0.00
H (-0.91012, -0.64780, 7.16175)  0.00
H (-0.55528, -1.29107, 5.54435)  0.00
H (3.42731, 0.00182, 7.62274)  0.00
H (4.90739, -0.06937, 6.48854)  0.00
H (5.21025, 1.50408, 8.26730)  0.00
H (4.97622, 2.39020, 6.75487)  0.00
H (3.67741, 2.34678, 7.97642)  0.00
H (0.97559, -1.72970, 3.39733)  0.00
H (0.57101, -0.43237, 2.21805)  0.00
H (2.69411, -1.58647, 1.41236)  0.00
H (3.12837, 0.02008, 2.18309)  0.00
H (3.16310, -1.55816, 3.07018)  0.00
C (0.76902, 7.07349, 1.65752)  0.00
C (1.29900, 7.21478, 0.23641)  -0.01
O (1.90505, 6.05990, -0.22615)  0.00
P (2.52964, 5.97106, -1.75007)  -0.05
O (2.67194, 7.25575, -2.51542)  0.55
O (3.99167, 5.21840, -1.49198)  0.26
C (4.85583, 4.99715, -2.66396)  0.01
C (6.21753, 4.52810, -2.20905)  0.00
O (1.66775, 4.84488, -2.54184)  0.16
C (1.29703, 3.66417, -1.86641)  0.02
C (1.43494, 2.60201, -2.94807)  0.02
H (0.11969, 7.85417, 2.05375)  0.00
H (0.09070, 6.22696, 1.76416)  0.00
H (1.53481, 6.82292, 2.39161)  0.00
H (0.40319, 7.51953, -0.30466)  0.01
H (2.03385, 8.01927, 0.20651)  0.00
H (4.36299, 4.30001, -3.34161)  0.01
H (4.98506, 5.93121, -3.21070)  0.01
H (6.71494, 5.29945, -1.62108)  0.00
H (6.17007, 3.67102, -1.53730)  0.00
H (6.87791, 4.46338, -3.07381)  0.00
H (1.87600, 3.39341, -0.98347)  -0.01
H (0.24923, 3.87824, -1.65571)  0.02
H (1.18884, 1.63982, -2.49893)  0.01
H (0.79970, 2.72613, -3.82508)  0.00
H (2.47254, 2.64760, -3.27885)  0.00
C (1.20990, -6.01281, 0.57770)  0.00
C (2.48058, -5.84837, 1.48977)  0.00
O (3.13251, -4.69184, 0.97465)  0.00
C (2.49707, -4.22828, -0.16999)  0.00
O (2.88128, -3.33467, -0.93582)  0.00
O (1.40895, -4.95699, -0.38348)  0.00
H (0.37530, -5.93673, 1.27465)  0.00
H (1.24243, -6.98188, 0.07976)  0.00
H (3.17533, -6.68262, 1.39256)  0.00
H (2.23329, -5.67131, 2.53648)  0.00
C (-0.50364, 2.32611, 1.65156)  0.00
C (-1.90201, 1.73523, 1.63047)  0.00
O (-2.63784, 2.68182, 0.80679)  0.00
C (-1.90432, 3.78836, 0.63221)  0.00
O (-2.24640, 4.65942, -0.15960)  0.00
O (-0.72312, 3.68470, 1.20619)  0.00
H (0.15029, 1.86860, 0.90916)  0.00
H (-0.10933, 2.24498, 2.66450)  0.00
H (-2.39155, 1.64661, 2.60031)  0.00
H (-1.80594, 0.76597, 1.14118)  0.00

***

Entry 2:
DFT (wB97M-V/def2-TZVPD) results for a cluster of 11 separate species, C34H68O38S5 in total.

## Properties
Energy above the lowest of the compared OMol25 structures with the same formula, charge and spin (kJ/mol): 119.1
SMILES string: O=S1(=O)OCCO1.O=S1(=O)OCCO1.O=S1(=O)OCCO1.O=S1(=O)OCCO1.O=S1(=O)OCCO1.CCOC(=O)OC.CCOC(=O)OC.CCOC(=O)OC.CCOC(=O)OC.CCOC(=O)OC.CCOC(=O)OC
LUMO energy (eV): 0.02
E_HOMO (hartree): -0.3764
Net charge: 0

Last column: Mulliken charge in e.
Element x y z (Å)
C (4.18413, 0.69808, -0.83534)  -0.37
C (5.56387, 1.29536, -1.01435)  -1.13
O (6.45775, 0.17570, -1.21514)  -0.17
C (7.66814, 0.22674, -0.72835)  0.70
O (8.16846, 1.15205, -0.12731)  -0.62
O (8.32765, -0.87904, -1.09475)  -0.23
C (9.65975, -1.10488, -0.65595)  -0.82
H (3.42785, 1.44948, -0.60556)  0.47
H (4.14081, -0.06366, -0.05621)  0.38
H (3.83441, 0.19929, -1.74136)  -0.20
H (5.87645, 1.91747, -0.18120)  0.48
H (5.61353, 1.87537, -1.93665)  0.25
H (9.71283, -0.68513, 0.35159)  0.33
H (10.40516, -0.58697, -1.25661)  0.29
H (9.88560, -2.16352, -0.57959)  0.27
C (-3.58198, 6.11743, 5.86783)  -1.59
C (-3.13780, 5.01917, 4.94640)  0.77
O (-2.54039, 4.01927, 5.75676)  -0.33
C (-2.03139, 2.92532, 5.21249)  0.68
O (-2.22416, 2.57436, 4.07664)  -0.34
O (-1.33797, 2.29102, 6.13658)  -0.40
C (-0.67812, 1.07871, 5.81790)  -0.37
H (-4.34991, 6.73972, 5.40316)  0.40
H (-2.84155, 6.77558, 6.31781)  0.35
H (-4.13647, 5.59806, 6.65504)  0.38
H (-2.51391, 5.36323, 4.12333)  -0.20
H (-4.07103, 4.66154, 4.50017)  0.08
H (-1.37378, 0.26031, 6.00363)  0.30
H (0.15663, 0.99822, 6.51203)  0.30
H (-0.24429, 0.99970, 4.82151)  0.01
C (-6.29640, -6.06469, 4.82813)  -1.19
C (-5.66275, -5.95526, 3.44432)  -0.16
O (-4.56704, -5.03772, 3.54125)  -0.32
C (-4.49214, -3.97914, 2.73404)  0.78
O (-5.31823, -3.66519, 1.93181)  -0.61
O (-3.33516, -3.38518, 2.99586)  -0.38
C (-3.10769, -2.12627, 2.36642)  -0.12
H (-6.69520, -5.07685, 5.05968)  0.29
H (-5.56988, -6.31614, 5.60082)  0.30
H (-7.09761, -6.80143, 4.86005)  0.38
H (-6.47116, -5.59689, 2.80638)  0.30
H (-5.22173, -6.85719, 3.02695)  0.28
H (-2.05045, -1.90267, 2.22904)  -0.41
H (-3.48547, -1.35308, 3.03497)  0.37
H (-3.50406, -2.16342, 1.35228)  0.45
C (2.01659, 0.58355, -4.19549)  -0.60
C (2.76999, 0.26377, -5.49272)  -0.82
O (4.06655, -0.24824, -5.08771)  -0.28
C (5.05199, 0.63891, -4.90048)  0.80
O (5.02918, 1.83275, -5.03021)  -0.60
O (6.11005, -0.10463, -4.55798)  -0.27
C (7.32377, 0.54432, -4.21858)  -0.71
H (1.84320, -0.19674, -3.45815)  0.06
H (1.10020, 1.11692, -4.46124)  0.47
H (2.56318, 1.34720, -3.62844)  0.29
H (2.93995, 1.11649, -6.14136)  0.43
H (2.13681, -0.50826, -5.92433)  0.37
H (7.95443, -0.07249, -3.58377)  0.12
H (7.16587, 1.49667, -3.71095)  0.34
H (7.86974, 0.76016, -5.13908)  0.37
C (-0.53924, 2.60335, -1.86186)  0.59
C (-1.63802, 3.49115, -2.39632)  -0.49
O (-0.93092, 4.56036, -3.08657)  -0.18
C (-1.60912, 5.62696, -3.47082)  0.76
O (-2.76378, 5.90552, -3.25917)  -0.59
O (-0.73577, 6.40415, -4.15218)  -0.36
C (-1.25315, 7.63199, -4.63020)  -0.68
H (0.07131, 1.96394, -2.49141)  -0.36
H (-0.92073, 1.96548, -1.06108)  -0.33
H (0.17750, 3.21430, -1.30126)  0.23
H (-2.20716, 3.93580, -1.58455)  0.23
H (-2.28599, 2.94440, -3.07777)  0.39
H (-1.27851, 8.40297, -3.85655)  0.26
H (-2.24975, 7.49672, -5.04648)  0.32
H (-0.59670, 8.02571, -5.40439)  0.25
C (-2.60981, -7.66139, -0.24109)  -1.31
C (-1.16768, -7.13958, -0.25274)  0.08
O (-1.02115, -5.79221, 0.21216)  -0.05
C (-0.14405, -5.56991, 1.17794)  0.34
O (0.39480, -6.35541, 1.90523)  -0.60
O (-0.06767, -4.25331, 1.31526)  0.20
C (0.82580, -3.72310, 2.27156)  -0.54
H (-2.57120, -8.66892, -0.65285)  0.41
H (-3.21810, -7.06720, -0.92769)  0.29
H (-3.11990, -7.61165, 0.72004)  0.28
H (-0.90966, -7.13257, -1.30776)  -0.10
H (-0.56357, -7.84920, 0.30634)  0.47
H (1.85472, -4.01966, 2.07472)  0.21
H (0.58957, -4.12687, 3.26140)  0.43
H (0.67157, -2.65150, 2.28716)  -0.06
C (0.42288, 1.50469, 1.57475)  0.01
C (-0.81332, 0.56687, 1.56280)  0.18
O (-0.33434, -0.69153, 1.02966)  -0.08
S (1.05538, -0.53253, 0.21232)  1.24
O (0.79936, -0.00946, -1.10225)  0.02
O (1.96822, -1.61285, 0.40776)  -0.56
O (1.49707, 0.72763, 1.18119)  -0.54
H (0.47306, 1.95535, 2.57032)  0.39
H (0.21699, 2.42510, 1.02532)  0.03
H (-1.52432, 0.98685, 0.86006)  -0.89
H (-1.23011, 0.40293, 2.54986)  0.41
C (3.95892, -2.06321, -2.89522)  1.89
C (5.32767, -2.42544, -2.28307)  0.32
O (5.12333, -3.59288, -1.47885)  -0.39
S (3.58125, -4.05027, -1.31649)  0.99
O (3.10139, -3.84472, 0.01964)  -0.44
O (3.39161, -5.33296, -1.93140)  -0.63
O (2.98395, -2.86201, -2.25411)  -0.54
H (3.94906, -2.19487, -3.97873)  0.43
H (3.61849, -1.03835, -2.74659)  -1.64
H (5.73998, -1.60441, -1.69688)  -0.11
H (6.05474, -2.57483, -3.07904)  0.33
C (-0.14160, -3.49855, -2.13747)  0.52
C (-1.60186, -4.00712, -2.40937)  -0.14
O (-1.48283, -5.27169, -3.07034)  -0.42
S (0.01316, -5.59121, -3.60129)  1.11
O (0.24081, -5.01520, -4.89676)  -0.65
O (0.39084, -6.94457, -3.33684)  -0.56
O (0.67042, -4.61309, -2.48908)  -0.07
H (0.09531, -3.30074, -1.09661)  -0.72
H (0.09621, -2.73784, -2.88146)  0.30
H (-2.04803, -3.39803, -3.19542)  0.38
H (-2.19368, -4.09165, -1.50411)  0.16
C (-4.90446, 1.59534, 2.26614)  -0.14
C (-6.24086, 1.29285, 1.56587)  -0.40
O (-5.91836, 1.11526, 0.19021)  -0.39
S (-4.32718, 0.87245, -0.07673)  1.14
O (-3.85976, 2.04845, -0.76129)  -0.47
O (-4.13038, -0.40670, -0.68013)  -0.57
O (-3.93102, 0.94044, 1.50510)  -0.15
H (-4.92153, 1.21852, 3.28779)  0.41
H (-4.64191, 2.65663, 2.30832)  0.02
H (-7.06044, 1.99762, 1.68326)  0.32
H (-6.63759, 0.36352, 1.98554)  0.31
C (-1.94134, 7.75525, 1.63469)  -0.46
C (-1.37782, 7.47499, 0.24392)  -0.31
O (-1.22684, 6.03863, 0.16607)  -0.26
S (-1.56213, 5.28685, 1.56480)  1.27
O (-0.52211, 4.41813, 2.00968)  -0.60
O (-2.93365, 4.86216, 1.54614)  -0.51
O (-1.48879, 6.67681, 2.40704)  -0.40
H (-3.02125, 7.91843, 1.64138)  0.24
H (-1.46503, 8.62801, 2.08071)  0.33
H (-0.47898, 8.08005, 0.14093)  0.29
H (-2.07892, 7.72940, -0.54687)  0.33